# 1
Below is a 10-piece molecular cluster, C12H43ClO13 overall at a distorted geometry, with properties calculated with the ωB97M-V functional and the def2-TZVPD basis.

CARTESIAN COORDINATES (ANGSTROEM)
O  6.273470  3.917867  19.620333
H  6.819662  3.216176  19.982151
H  6.583133  4.106223  18.731374
H  6.368429  4.672068  20.206643
Cl  3.707370  5.583119  16.642890
O  4.403086  6.719539  16.045710
O  2.255181  5.716974  16.564735
O  4.124840  4.429542  15.844221
O  4.183891  5.342660  17.973043
C  8.031004  4.732914  14.983421
C  8.004190  3.695203  16.119818
C  9.342444  3.489588  16.799173
O  7.110214  4.200297  17.086233
H  8.182104  5.755895  15.328063
H  7.002108  4.787620  14.627796
H  8.760338  4.615189  14.181982
H  7.638147  2.784540  15.645681
H  9.828612  4.448791  16.977133
H  9.973727  2.894790  16.139029
H  9.188936  2.869429  17.682326
H  6.312735  4.521933  16.659394
C  7.046844  10.227980  13.244372
C  6.049272  9.429263  14.098812
C  4.723788  9.221980  13.386004
O  6.673680  8.166597  14.352351
H  8.089113  9.991603  13.458611
H  6.955906  11.275434  13.531891
H  6.808405  10.013469  12.202627
H  5.950035  9.841487  15.102970
H  4.892923  8.735522  12.425357
H  4.122965  10.116865  13.223883
H  4.078808  8.554027  13.956922
H  6.052404  7.657819  14.878421
C  5.232818  6.718463  21.457752
O  5.987548  5.557278  21.705410
H  4.425530  6.936158  22.157032
H  5.918850  7.563726  21.403120
H  4.767764  6.665950  20.473340
H  6.312268  5.578950  22.608563
C  7.415801  7.013879  18.480991
O  8.095134  6.212568  19.414889
H  6.356014  6.759156  18.472802
H  7.585956  8.083497  18.603688
H  7.920956  6.819179  17.534950
H  9.041145  6.207802  19.251680
C  1.224270  2.542259  14.817759
O  1.905809  2.113846  15.961253
H  1.677704  2.213295  13.882724
H  0.196244  2.190936  14.906368
H  1.205614  3.630632  14.761194
H  2.561249  2.796946  16.120532
C  1.700044  5.512592  20.268060
O  0.862296  5.098762  21.350939
H  2.732083  5.348566  20.578045
H  1.428715  4.938554  19.382080
H  1.500265  6.537481  19.955363
H  -0.040465  5.369750  21.168767
C  4.786049  1.203317  17.394462
O  5.429326  0.793766  18.566532
H  3.789377  1.498911  17.722129
H  5.264963  2.031493  16.872107
H  4.681927  0.413508  16.650510
H  4.790011  0.678202  19.273292
C  1.158939  8.635638  17.829703
O  1.085903  10.026944  17.807134
H  0.388319  8.210373  18.472654
H  1.015227  8.115873  16.882453
H  2.145032  8.373300  18.212981
H  0.150264  10.199066  17.678478

Force components x, y, z for each atom (eV/Å):
-0.841 -1.322 0.773
0.180 -0.680 0.080
0.795 0.378 -2.474
0.014 1.617 1.325
-0.009 -0.403 -2.681
-0.755 0.051 0.928
1.611 0.155 0.579
-0.335 -0.299 0.209
-0.111 0.447 1.213
-0.380 0.551 0.341
0.968 1.032 -1.288
-0.334 -0.584 -0.603
-0.591 -0.180 1.317
0.312 -0.001 0.540
0.048 -0.201 -0.692
-0.233 -0.589 -0.022
-0.118 -0.392 0.469
-0.029 -0.110 0.354
0.144 0.124 -0.064
0.204 0.301 0.303
-0.560 0.068 -0.364
-0.506 0.040 0.756
0.917 -0.375 0.013
-0.406 -0.230 0.234
0.151 -0.391 -0.331
-0.132 -0.417 0.039
-0.243 0.214 -0.617
0.293 0.427 -0.080
-0.425 0.704 -0.135
0.120 0.064 -0.078
0.317 0.277 -0.006
0.059 -0.103 0.175
-0.207 -0.339 0.134
-0.081 1.362 -0.751
-0.168 -0.895 0.032
0.163 -0.349 0.310
-0.098 0.254 0.167
0.059 -0.400 -0.038
0.115 -0.061 -0.044
1.066 0.367 -1.260
-0.102 -0.620 1.443
0.146 0.064 -0.144
-0.336 0.157 0.639
-0.820 -0.108 -0.573
-0.100 0.155 -0.140
-0.631 0.513 -0.308
0.467 -0.128 0.330
0.032 -0.390 -0.052
-0.006 -0.075 -0.295
-0.135 0.155 0.077
0.399 0.065 0.230
-0.939 -0.318 -0.283
0.225 0.205 0.272
-0.159 0.080 -0.238
0.535 -0.332 -0.114
0.359 0.327 0.399
0.010 -0.011 -0.070
-1.516 0.231 -0.341
1.533 -0.212 0.846
-0.199 0.292 -0.779
0.243 0.177 0.456
0.036 -0.320 0.177
-0.043 -0.029 -0.270
0.360 -1.260 0.350
-0.525 0.587 -0.303
0.026 -0.078 0.436
0.221 0.360 -0.408
-0.077 -0.170 -0.022
0.024 0.571 -0.079

The HOMO-LUMO gap is 0.335 hartree. As for the multiplicity: 1. As for the LUMO energy: -0.41 eV. Its total charge is 0.

---

# 2
Below is C12H44FeN20O12 as an isolated structure at a distorted geometry, with properties calculated with the ωB97M-V functional and the def2-TZVPD basis.

CARTESIAN COORDINATES (ANGSTROEM)
Fe  0.760487  -2.075220  0.431035
O  -1.187404  -1.363234  -0.108449
C  -0.933909  -0.021139  -0.338918
C  0.160797  0.639821  0.584950
O  1.394528  -0.017937  0.755408
H  -1.752614  0.697804  -0.308467
H  -0.534997  -0.036175  -1.353185
H  -0.324091  1.023681  1.482524
H  0.424995  1.585212  0.111102
C  -4.963613  1.672763  -2.962586
O  -5.621257  0.637519  -3.081402
N  -3.837735  1.820556  -2.281797
N  -5.308749  2.856534  -3.425134
H  -3.579091  1.072348  -1.654595
H  -3.179118  2.546283  -2.526013
H  -4.616395  3.586340  -3.515322
H  -6.148438  2.847801  -3.986325
C  3.875092  1.814742  3.641449
O  4.729557  0.990017  3.540596
N  3.795317  2.568767  4.732008
N  2.902093  2.130051  2.830219
H  4.571609  2.688592  5.366916
H  3.011270  3.202623  4.792025
H  2.305818  2.895937  3.109470
H  2.496006  1.472587  2.179883
C  -4.624501  -0.334539  0.918830
O  -5.652352  0.261761  1.284069
N  -4.387549  -0.749248  -0.296928
N  -3.692414  -0.689353  1.697149
H  -3.449700  -1.026124  -0.549661
H  -5.013122  -0.511883  -1.053507
H  -3.734162  -0.598832  2.702214
H  -2.908081  -1.132362  1.240345
C  3.522201  -2.769691  1.632922
O  2.776556  -3.097355  0.727185
N  4.032235  -3.715503  2.388997
N  3.732091  -1.572711  1.916651
H  4.732874  -3.433414  3.059541
H  3.694471  -4.643051  2.175266
H  4.462255  -1.195040  2.503433
H  3.034039  -0.937475  1.557081
C  4.244617  1.987368  -1.165721
O  4.718950  2.620183  -2.147820
N  3.137371  2.218908  -0.509806
N  4.915079  1.004451  -0.702588
H  2.614521  3.063503  -0.692536
H  2.973899  1.708520  0.346278
H  5.478557  0.703904  -1.485062
H  4.717284  0.539222  0.171791
C  -3.822524  -4.362542  1.533121
O  -3.730716  -3.873974  2.620758
N  -4.415356  -5.443457  1.233533
N  -3.405372  -3.731120  0.529717
H  -4.595041  -5.455595  0.239725
H  -5.170515  -5.760525  1.824544
H  -3.010128  -4.248285  -0.242573
H  -2.983424  -2.858007  0.812107
C  2.167041  -1.692974  -2.378062
O  1.506440  -2.180349  -1.476993
N  2.567125  -0.456847  -2.471105
N  2.713842  -2.351422  -3.328854
H  3.421772  -0.222412  -2.955582
H  2.208043  0.127155  -1.729420
H  3.470146  -1.917569  -3.838641
H  2.584484  -3.351931  -3.280293
C  1.092518  3.099108  -3.187651
O  0.911644  4.028391  -2.514889
N  0.719471  1.916904  -2.846440
N  1.547045  3.165439  -4.422305
H  1.115400  1.124141  -3.331058
H  0.295646  1.972773  -1.931374
H  1.902488  4.058434  -4.732648
H  1.581567  2.262194  -4.872923
C  0.148520  3.027612  4.858287
O  1.014266  3.707668  4.319049
N  -0.292121  1.873323  4.428954
N  -0.462738  3.352962  5.983666
H  0.104345  1.511908  3.573220
H  -0.477545  1.285497  5.229062
H  -0.396888  4.313244  6.289636
H  -1.274116  2.869146  6.340974
C  -2.052114  -2.656525  -3.374898
O  -2.588574  -3.387991  -4.229401
N  -1.738588  -3.092246  -2.185171
N  -1.755557  -1.369378  -3.545411
H  -1.914954  -4.065007  -1.978441
H  -1.441478  -2.397647  -1.514831
H  -1.472347  -0.837737  -2.734708
H  -1.836990  -0.919869  -4.446195

Force components x, y, z for each atom (eV/Å):
0.833 1.154 -1.676
1.608 -0.256 2.078
1.260 -0.425 0.013
0.944 1.114 -1.462
-2.389 -1.942 0.268
-0.592 -0.372 0.230
0.490 0.844 -0.260
-0.082 -0.766 0.730
-0.046 0.407 -0.217
-1.341 -1.509 -0.182
0.572 0.606 0.518
3.060 -1.193 1.886
-1.892 1.779 -1.992
0.180 0.206 -0.291
-0.174 -0.257 0.402
-0.611 0.002 -0.041
0.298 0.442 -0.191
0.590 0.828 2.540
1.973 -3.023 -1.609
-0.108 1.724 2.116
-2.787 0.134 -3.400
-0.151 -0.229 -0.301
0.276 0.170 0.430
-0.379 -0.029 -0.117
0.374 0.002 0.277
-5.858 2.679 0.253
0.933 -0.499 -0.506
0.294 -0.393 -4.462
5.121 -1.246 4.184
-0.403 -0.272 -0.181
-0.157 0.023 -0.050
-0.124 -0.065 -0.381
0.136 0.056 0.973
0.373 -3.895 1.216
-4.645 -0.336 -2.833
0.999 -0.716 0.516
0.941 6.326 0.909
-0.172 -0.910 0.182
0.756 -0.070 0.390
-0.204 0.150 0.382
0.641 0.390 -0.053
1.088 4.189 -3.327
-1.872 -0.857 1.022
-3.208 1.221 0.983
2.678 -3.945 0.744
0.086 0.092 0.084
-0.007 0.492 -0.289
0.966 -0.793 1.051
0.401 -0.257 -0.456
-0.606 0.887 4.469
0.160 0.891 3.547
-3.010 -5.421 -1.557
3.719 4.043 -5.916
-0.629 -0.766 0.234
0.323 -0.149 0.026
-0.221 0.505 -0.097
0.230 -0.357 -0.636
1.600 0.709 0.102
-2.482 -0.780 1.697
-0.738 3.669 1.697
0.781 -4.080 -2.371
-0.349 0.408 0.267
0.740 0.672 -0.115
-0.352 -0.706 -0.291
0.434 -0.019 -0.547
0.755 0.460 -3.336
-0.664 5.047 4.162
-1.494 -4.274 1.672
0.964 -0.220 -1.874
-0.525 -0.245 0.789
0.158 -1.044 -0.190
0.142 -0.578 -0.405
0.514 0.964 -0.937
1.067 1.981 -0.046
0.109 0.463 -0.399
-0.695 -3.053 -1.381
-0.789 1.888 2.454
0.138 -0.257 0.622
-0.250 -0.822 -0.802
0.285 -0.185 0.058
0.136 0.038 -0.379
-2.216 -2.234 -3.640
1.030 1.214 0.808
0.811 -1.257 2.623
0.668 2.227 -0.473
0.040 0.423 -0.046
-0.051 -0.759 0.449
-0.127 0.113 -0.667
-0.276 -0.167 0.333

The HOMO-LUMO gap (spin up / spin down) is 0.253 / 0.119 hartree. As for the multiplicity: 6. The expectation value of S² is 8.767. As for the LUMO energy (spin up / spin down): -4.34 / -7.97 eV. Its total charge is +1.

---

# 3
Below is a 9-piece molecular cluster, C12H44N10O9 overall at a distorted geometry, with properties calculated with the ωB97M-V functional and the def2-TZVPD basis.

CARTESIAN COORDINATES (ANGSTROEM)
C  -2.054572  -0.243146  -0.859776
O  -2.810105  0.459865  0.105803
C  -3.241965  1.672842  -0.457396
C  -3.542789  2.697311  0.697110
C  -4.779751  2.262085  1.486346
N  -3.641597  4.091881  0.232919
H  -2.668582  -0.746511  -1.604326
H  -1.432088  -1.003550  -0.286570
H  -1.352720  0.340660  -1.344757
H  -2.429127  2.145910  -1.009809
H  -4.155416  1.610080  -1.089888
H  -2.556558  2.623425  1.283948
H  -5.690214  2.424008  0.886114
H  -4.881912  2.890249  2.388602
H  -4.693408  1.241757  1.782127
H  -4.310677  4.070283  -0.550635
H  -2.747067  4.279842  -0.217454
C  -0.244631  -3.352267  -4.270914
O  -0.006058  -3.502116  -2.899180
C  1.299528  -3.796376  -2.503548
C  1.475030  -3.471040  -1.025269
C  0.734156  -4.568760  -0.183210
N  0.911520  -2.181053  -0.743801
H  -0.235949  -4.377325  -4.740115
H  0.543978  -2.782808  -4.703893
H  -1.274499  -3.024575  -4.434075
H  1.527681  -4.871029  -2.679993
H  1.928214  -3.137228  -3.266237
H  2.549313  -3.424279  -0.809961
H  1.135306  -4.468671  0.814267
H  0.902470  -5.531129  -0.650419
H  -0.321643  -4.350803  -0.115391
H  -0.018033  -2.242981  -1.157752
H  0.713673  -2.140673  0.289092
N  1.855993  -0.403030  -3.378853
C  3.100777  0.030126  -3.775781
N  3.956562  0.477447  -2.760110
O  3.276723  0.151152  -4.984753
H  1.636128  -0.740587  -2.470785
H  1.168461  -0.455884  -4.070485
H  3.850553  0.014037  -1.879192
H  4.915168  0.497643  -3.163965
N  -1.198055  -0.211058  2.978917
C  -0.094461  -0.963225  2.812661
N  1.102441  -0.332017  3.267825
O  -0.047179  -2.109696  2.366227
H  -2.116212  -0.629950  2.703413
H  -1.212939  0.760246  3.232450
H  1.076844  0.682216  3.331043
H  1.952202  -0.772988  2.860223
N  -0.921566  4.259850  4.555414
C  -0.827788  3.811217  3.259020
N  -1.042126  4.744998  2.282020
O  -0.419925  2.686158  2.990207
H  -1.246991  3.545358  5.240848
H  -1.168081  5.183070  4.725497
H  -0.770483  4.470723  1.284327
H  -1.666354  5.539930  2.392092
N  1.212940  2.740413  -1.883423
C  0.504912  2.921565  -0.757928
N  0.957438  2.317210  0.313871
O  -0.514335  3.622566  -0.702833
H  1.976120  2.111817  -1.919719
H  0.729175  3.143744  -2.648403
H  0.433738  2.290024  1.133306
H  1.762704  1.675518  0.224847
O  1.866760  -3.729074  3.260492
H  1.081179  -3.239411  2.863950
H  1.671585  -3.677837  4.204261
O  2.602651  -0.088958  -0.202683
H  1.775081  -0.568161  -0.530752
H  3.129273  -0.838518  0.229833
O  3.643260  -2.521943  1.200931
H  3.121510  -2.738650  2.012515
H  4.254832  -3.249931  1.041516

Force components x, y, z for each atom (eV/Å):
-0.120 -2.684 2.234
0.015 0.012 -0.760
-0.750 1.953 0.872
1.552 -1.020 0.214
0.311 1.610 0.084
-0.277 -0.871 -0.690
-0.226 -0.119 -0.029
-1.028 0.641 -0.652
1.376 1.693 -1.058
0.018 -0.163 -0.342
0.407 -0.446 0.081
-1.616 0.161 -0.242
0.283 -0.208 0.095
-0.004 -0.259 -0.287
-0.068 -0.829 0.143
0.150 0.340 0.413
0.017 0.200 0.010
-0.489 -2.636 0.022
-1.487 0.252 1.029
1.385 1.039 -2.457
-0.241 -1.295 -0.338
1.177 1.126 -0.561
-1.186 0.874 1.243
0.243 0.758 0.095
0.357 0.868 -0.701
0.386 0.578 0.175
0.066 0.519 0.000
-0.325 -1.306 1.886
-0.247 -0.381 0.044
0.092 -0.586 0.424
0.012 -0.372 0.393
-0.346 0.014 -0.264
-0.013 0.342 -0.011
0.270 0.017 -1.121
1.252 0.221 1.083
-1.426 0.539 -0.752
0.978 -0.443 -2.322
0.984 0.168 0.865
-0.073 -0.167 0.620
-0.781 -0.214 -1.082
-0.076 -0.064 0.596
-0.972 0.081 0.820
-1.956 -1.676 -0.638
1.961 1.777 0.969
-0.573 -1.191 -1.039
-0.726 -0.026 -0.300
1.509 0.613 0.249
0.495 0.296 -0.062
0.157 -0.271 -0.085
-1.043 0.840 0.535
-0.383 -2.947 0.501
0.477 1.327 -0.623
0.471 -0.538 -1.445
-0.178 -0.742 0.145
0.639 1.086 -0.865
-0.626 1.645 0.306
-0.709 0.362 1.733
0.342 -0.494 0.066
-0.799 0.758 0.166
-0.799 0.560 0.153
2.912 -1.856 0.032
-0.469 0.508 -0.312
0.590 -0.486 -0.504
0.339 -0.004 -1.067
-1.070 0.167 1.540
-0.771 0.428 0.302
-0.739 0.582 -0.350
0.783 -0.405 0.385
0.250 -0.077 -0.072
0.177 -1.524 0.370
1.238 0.159 0.573
-1.014 1.224 -0.639
-0.416 0.225 0.512
0.544 -0.330 -0.564
-0.187 0.066 0.256

The calculation puts the energy above the lowest of the compared OMol25 structures with the same formula, charge and spin at 0.0 kcal/mol. The HOMO-LUMO gap is 0.355 hartree. As for the multiplicity: 1. As for the LUMO energy: 0.46 eV. Its total charge is 0. Its structure (SMILES) is COC[C@H](C)N.COC[C@H](C)N.NC(N)=O.NC(N)=O.NC(N)=O.NC(N)=O.O.O.O.